The following is a DFT calculation (ωB97M-V with the def2-TZVPD basis set) of 22 unconnected molecules or ions with the total composition C76H109B2Cl12N12O21.

The LUMO energy comes out at 1.2 eV. As for the HOMO-LUMO gap: 7.133 eV.

```
! RIJCOSX wB97M-V def2-TZVPD def2/J DEFGRID3
* xyz -1 1
C 4.427 -1.479 -1.006
C 3.350 -0.389 -1.055
C 2.083 -0.900 -0.295
C 0.925 0.120 -0.475
N -0.508 -0.304 -0.019
C -1.302 -1.193 -1.052
C -1.640 -0.248 -2.190
C -1.890 1.034 -1.383
C -1.461 0.877 0.070
C -0.486 -0.951 1.425
C -0.046 0.014 2.507
C -0.147 -0.487 4.005
H 4.660 -1.606 0.052
H 5.312 -1.013 -1.438
H 4.141 -2.456 -1.394
H 3.068 -0.185 -2.088
H 3.749 0.484 -0.537
H 2.436 -0.987 0.733
H 1.852 -1.862 -0.752
H 0.873 0.342 -1.541
H 1.229 0.958 0.152
H -2.207 -1.389 -0.478
H -0.700 -2.069 -1.295
H -2.474 -0.529 -2.833
H -0.789 -0.166 -2.866
H -2.960 1.239 -1.412
H -1.373 1.891 -1.814
H -2.342 0.697 0.686
H -0.866 1.719 0.425
H 0.162 -1.827 1.434
H -1.404 -1.489 1.660
H -0.680 0.895 2.402
H 1.008 0.214 2.314
H 0.225 0.214 4.752
H 0.513 -1.346 4.122
H -1.159 -0.667 4.369
O -2.135 -3.684 0.567
C -2.960 -4.341 1.175
O -3.680 -3.988 2.278
B -4.438 -5.134 2.868
O -4.298 -6.234 1.822
C -3.463 -5.833 0.831
O -3.098 -6.518 -0.119
O -5.795 -4.725 3.206
C -6.062 -5.090 4.461
O -7.100 -5.104 5.076
C -4.756 -5.538 5.052
O -3.853 -5.592 4.076
O -4.608 -5.812 6.217
O 5.313 -0.657 3.342
C 6.261 -1.194 2.691
O 7.259 -0.531 2.008
B 8.217 -1.549 1.509
O 7.588 -2.848 1.897
C 6.440 -2.707 2.506
O 5.681 -3.611 2.845
O 9.547 -1.440 2.147
C 10.502 -1.276 1.278
O 11.697 -1.076 1.561
C 9.846 -1.312 -0.131
O 8.485 -1.459 0.107
O 10.398 -0.977 -1.225
N -3.590 -0.604 -6.966
C -4.884 -0.176 -7.108
C -5.182 0.790 -6.104
C -4.127 0.738 -5.241
C -3.198 -0.212 -5.715
H -3.103 -1.208 -7.612
H -5.381 -0.466 -8.022
H -6.069 1.404 -6.075
H -4.016 1.334 -4.347
H -2.216 -0.381 -5.298
N 2.528 -6.552 1.583
C 1.285 -6.546 1.111
C 1.223 -5.685 0.032
C 2.498 -5.110 -0.128
C 3.317 -5.677 0.813
H 2.776 -7.085 2.404
H 0.558 -7.192 1.582
H 0.372 -5.541 -0.617
H 2.691 -4.500 -0.999
H 4.389 -5.626 0.929
N 3.206 1.694 3.006
C 2.968 1.492 4.311
C 2.818 2.772 4.900
C 2.576 3.686 3.870
C 2.911 2.999 2.764
H 3.370 1.085 2.217
H 3.176 0.490 4.658
H 2.812 3.037 5.947
H 2.585 4.764 3.942
H 3.088 3.500 1.824
N 4.987 -4.966 -4.564
C 5.758 -3.864 -4.769
C 6.445 -3.570 -3.605
C 5.795 -4.339 -2.608
C 4.987 -5.290 -3.231
H 4.447 -5.386 -5.307
H 5.942 -3.529 -5.779
H 7.186 -2.814 -3.392
H 5.912 -4.238 -1.539
H 4.316 -6.012 -2.789
N -1.089 2.921 4.473
C -2.469 2.611 4.552
C -3.112 2.899 3.327
C -2.077 3.226 2.444
C -0.868 3.305 3.169
H -0.467 2.957 5.267
H -2.735 2.180 5.505
H -4.148 2.773 3.048
H -2.301 3.618 1.462
H 0.105 3.603 2.807
N 0.967 2.006 -4.774
C -0.014 2.702 -4.058
C 0.523 3.180 -2.893
C 1.764 2.677 -2.869
C 2.098 2.055 -4.014
H 0.793 1.566 -5.667
H -1.003 2.885 -4.452
H 0.080 3.706 -2.060
H 2.585 2.778 -2.175
H 2.992 1.620 -4.435
N 1.385 -4.340 2.856
C 2.263 -4.244 3.891
C 1.502 -3.982 5.067
C 0.136 -4.012 4.714
C 0.128 -4.319 3.311
H 1.564 -4.456 1.869
H 3.309 -4.365 3.653
H 1.861 -3.828 6.073
H -0.707 -3.793 5.352
H -0.744 -4.303 2.674
N 2.136 -0.628 -6.624
C 0.864 -1.123 -6.833
C 0.208 -0.315 -7.687
C 1.183 0.568 -8.239
C 2.356 0.347 -7.520
H 2.741 -0.944 -5.880
H 0.622 -2.008 -6.263
H -0.832 -0.395 -7.969
H 0.941 1.251 -9.040
H 3.313 0.842 -7.443
N -1.934 0.757 7.920
C -2.020 2.094 8.134
C -0.860 2.686 7.670
C -0.039 1.600 7.228
C -0.700 0.380 7.342
H -2.539 0.014 8.239
H -2.958 2.532 8.442
H -0.665 3.748 7.709
H 0.938 1.639 6.770
H -0.514 -0.640 7.039
N -5.454 -0.951 8.408
C -4.348 -1.830 8.505
C -3.769 -1.878 7.239
C -4.341 -0.935 6.355
C -5.379 -0.385 7.104
H -6.055 -0.738 9.190
H -4.206 -2.369 9.430
H -2.880 -2.454 7.024
H -4.091 -0.725 5.325
H -6.106 0.392 6.918
N -2.555 4.984 -2.256
C -2.746 4.903 -3.619
C -3.768 4.011 -3.843
C -4.238 3.588 -2.583
C -3.418 4.180 -1.607
H -1.909 5.616 -1.805
H -2.109 5.446 -4.301
H -4.135 3.709 -4.813
H -5.082 2.928 -2.445
H -3.547 4.111 -0.537
C 5.992 3.974 0.121
Cl 4.378 4.529 -0.254
Cl 6.029 2.225 0.451
Cl 7.108 4.309 -1.246
Cl 6.507 4.841 1.517
C -6.571 -2.853 -2.116
Cl -7.618 -4.305 -1.945
Cl -7.223 -1.705 -3.218
Cl -6.407 -1.981 -0.526
Cl -4.995 -3.525 -2.665
C -0.863 -4.803 -3.957
Cl 0.726 -5.617 -3.677
Cl -1.708 -5.508 -5.380
Cl -1.932 -5.166 -2.566
Cl -0.702 -3.081 -4.072
C 0.038 6.566 1.544
C 0.874 6.425 0.244
O -0.032 6.592 -0.757
H 0.551 6.050 2.356
H -0.933 6.074 1.506
H -0.219 7.616 1.691
H 1.320 5.435 0.150
H 1.569 7.236 0.025
H -0.479 7.442 -0.748
C -4.722 -0.250 2.356
C -5.426 0.606 1.332
O -4.981 0.580 -0.006
H -4.782 -1.293 2.045
H -5.206 -0.147 3.327
H -3.679 -0.014 2.564
H -5.311 1.626 1.697
H -6.488 0.401 1.200
H -5.365 -0.225 -0.360
C 1.470 4.167 -7.117
C 0.300 5.000 -6.468
O 0.552 5.460 -5.195
H 2.095 3.487 -6.538
H 2.217 4.822 -7.567
H 1.135 3.620 -7.999
H -0.665 4.497 -6.526
H 0.072 5.870 -7.084
H 0.881 4.750 -4.638
C 5.581 0.855 -3.566
C 5.310 0.093 -4.876
O 4.302 -0.906 -4.506
H 4.665 1.038 -3.003
H 6.072 1.801 -3.794
H 6.287 0.291 -2.957
H 6.171 -0.443 -5.275
H 4.992 0.832 -5.611
H 4.659 -1.742 -4.196
C -7.441 3.421 1.678
C -6.483 3.847 0.604
O -5.521 4.744 0.971
H -6.957 2.825 2.452
H -8.277 2.863 1.257
H -7.780 4.256 2.291
H -7.128 4.189 -0.205
H -6.155 2.936 0.104
H -5.953 5.600 1.023
*
```



The following is a DFT calculation (ωB97M-V with the def2-TZVPD basis set) of 2 unconnected molecules or ions with the total composition C6H11N3O2S.

The calculation puts the energy above the lowest of the compared OMol25 structures with the same formula, charge and spin at 428.7 kJ/mol. The LUMO energy comes out at 0.4 eV. As for the HOMO-LUMO gap: 8.472 eV. Its SMILES is C/C=C\C(=O)O.NC1=NNCS1.

```
! RIJCOSX wB97M-V def2-TZVPD def2/J DEFGRID3
* xyz 0 1
C 2.216 -0.698 0.364
C 1.049 -0.146 1.030
C 0.499 1.018 0.769
C 1.219 1.786 -0.331
O 2.292 1.614 -0.889
O 0.659 2.994 -0.451
H 2.919 -0.008 0.716
H 2.484 -1.676 0.706
H 2.138 -0.486 -0.691
H 0.664 -0.809 1.840
H -0.290 1.307 1.433
H -0.244 3.027 -0.130
N -1.390 1.511 -0.868
C -1.261 0.181 -0.575
N -0.832 -0.722 -1.370
N -1.057 -2.037 -0.982
C -1.723 -2.103 0.371
S -2.163 -0.458 0.915
H -2.314 1.905 -0.630
H -1.077 1.724 -1.733
H -0.231 -2.611 -1.044
H -2.548 -2.837 0.465
H -1.011 -2.476 1.085
*
```



The following is a DFT calculation (ωB97M-V with the def2-TZVPD basis set) of a gas-phase ion, C6H10NO (charge +1).

The calculation puts the energy above the lowest of the compared OMol25 structures with the same formula, charge and spin at 274.8 kJ/mol. The LUMO energy (alpha / beta) comes out at -3.3 / -7.2 eV. As for the HOMO-LUMO gap (alpha / beta): 8.485 / 7.213 eV. Its expectation value of S² is 2.0261.

```
! RIJCOSX wB97M-V def2-TZVPD def2/J DEFGRID3
* xyz 1 3
C 1.004 0.058 1.238
C 1.292 -1.398 0.849
C 0.127 0.887 0.640
C 0.430 -2.305 1.231
C -0.258 -0.674 -1.210
C -1.198 2.769 -1.044
N -0.460 0.598 -0.544
O -1.047 1.516 -1.338
H 1.342 0.199 2.318
H 2.203 -1.448 0.237
H -0.303 1.797 1.092
H 0.478 -3.430 0.966
H -0.666 -1.499 -0.597
H -0.679 -0.671 -2.203
H 0.855 -0.945 -1.522
H -1.929 3.225 -1.769
H -0.835 3.408 -0.284
H -0.357 -2.085 1.940
*
```



The following is a DFT calculation (ωB97M-V with the def2-TZVPD basis set) of a single C15H17N3O3S molecule.

The calculation puts the energy above the lowest of the compared OMol25 structures with the same formula, charge and spin at 217.6 kJ/mol. The LUMO energy comes out at 0.4 eV. As for the HOMO-LUMO gap: 8.725 eV. Its SMILES is O=C(CSc1nnc(-c2ccccc2O)o1)N1CCCCC1.

```
! RIJCOSX wB97M-V def2-TZVPD def2/J DEFGRID3
* xyz 0 1
O -1.635 1.687 -0.138
C -0.933 1.829 -1.132
C -1.543 1.562 -2.497
S -0.880 0.045 -3.293
C -1.244 -1.122 -2.064
N -1.688 -2.322 -2.250
N -1.787 -2.892 -1.042
C -1.405 -2.016 -0.155
C -1.339 -2.236 1.267
C -1.583 -3.545 1.705
C -1.485 -3.878 3.035
C -1.129 -2.903 3.960
C -0.901 -1.609 3.550
C -1.017 -1.240 2.206
O -0.779 0.052 1.927
O -1.022 -0.855 -0.753
N 0.346 2.215 -1.067
C 1.285 2.304 -2.163
C 2.362 1.226 -2.013
C 3.065 1.372 -0.667
C 2.037 1.339 0.460
C 0.974 2.410 0.229
H -2.617 1.425 -2.367
H -1.362 2.367 -3.208
H -1.841 -4.278 0.958
H -1.675 -4.890 3.356
H -1.037 -3.155 5.006
H -0.637 -0.836 4.254
H -1.138 0.365 1.075
H 0.782 2.195 -3.122
H 1.753 3.295 -2.126
H 3.076 1.316 -2.832
H 1.893 0.243 -2.081
H 3.792 0.569 -0.536
H 3.605 2.322 -0.640
H 2.515 1.510 1.425
H 1.555 0.360 0.494
H 0.202 2.364 0.997
H 1.434 3.404 0.240
*
```



The following is a DFT calculation (ωB97M-V with the def2-TZVPD basis set) of a molecular structure, C10H40NO14V.

The LUMO energy (alpha / beta) comes out at -7.6 / -7.0 eV. As for the HOMO-LUMO gap (alpha / beta): 3.886 / 4.517 eV. Its expectation value of S² is 0.8362.

```
! RIJCOSX wB97M-V def2-TZVPD def2/J DEFGRID3
* xyz 1 2
O -24.260 -11.134 -2.552
V -25.457 -12.061 -3.008
N -22.781 -13.193 -4.510
O -22.386 -13.764 -5.547
O -23.959 -13.271 -4.151
O -22.126 -12.404 -3.937
C -25.078 -12.487 -7.328
O -25.756 -11.255 -7.331
H -25.637 -13.349 -6.964
H -24.771 -12.794 -8.328
H -24.181 -12.423 -6.712
H -25.958 -10.990 -6.430
C -23.174 -9.063 -5.638
O -24.371 -8.635 -4.854
H -22.289 -8.602 -5.201
H -23.016 -10.104 -5.353
H -23.233 -8.951 -6.720
H -25.015 -9.347 -4.887
C -21.342 -11.750 -8.228
O -20.581 -12.051 -7.072
H -22.315 -11.290 -8.055
H -20.793 -11.053 -8.861
H -21.525 -12.697 -8.736
H -21.105 -12.559 -6.448
C -23.427 -15.817 -8.201
O -24.131 -15.287 -7.114
H -22.764 -16.633 -7.915
H -24.178 -16.328 -8.804
H -22.953 -15.004 -8.750
H -23.503 -14.723 -6.658
C -21.482 -17.086 -5.455
O -20.428 -17.873 -4.939
H -21.857 -16.449 -4.654
H -21.190 -16.450 -6.291
H -22.335 -17.711 -5.718
H -20.333 -18.702 -5.413
C -20.127 -9.554 -2.455
O -18.844 -8.877 -2.556
H -20.964 -8.899 -2.696
H -20.142 -10.390 -3.155
H -20.389 -9.857 -1.442
H -18.194 -9.560 -2.374
C -28.379 -13.356 -4.025
O -26.989 -13.525 -3.751
H -28.822 -12.458 -3.594
H -28.543 -13.326 -5.102
H -28.970 -14.198 -3.664
H -26.734 -14.376 -4.114
C -21.342 -14.145 -1.086
O -21.021 -12.786 -1.520
H -21.319 -14.208 0.002
H -22.362 -14.366 -1.399
H -20.653 -14.895 -1.476
H -21.178 -12.706 -2.464
C -24.958 -13.399 0.021
O -24.984 -13.599 -1.426
H -25.592 -14.174 0.451
H -23.951 -13.546 0.411
H -25.321 -12.445 0.403
H -24.782 -14.525 -1.578
C -19.110 -14.732 -4.057
O -18.825 -16.024 -3.631
H -18.448 -14.043 -3.533
H -19.080 -14.632 -5.142
H -20.068 -14.325 -3.735
H -19.238 -16.645 -4.236
*
```



The following is a DFT calculation (ωB97M-V with the def2-TZVPD basis set) of a molecular structure, C3H3KLiMgO3.

The calculation puts the energy above the lowest of the compared OMol25 structures with the same formula, charge and spin at 0.0 kJ/mol. The LUMO energy comes out at -3.7 eV. As for the HOMO-LUMO gap: 5.545 eV.

```
! RIJCOSX wB97M-V def2-TZVPD def2/J DEFGRID3
* xyz 1 1
O 0.405 -1.881 -0.037
K 2.476 -3.728 -0.542
C 0.251 -0.613 -0.083
O -0.958 -0.148 -0.601
C -1.804 0.468 0.449
H -2.244 -0.363 1.024
H -2.632 0.949 -0.094
Mg -0.298 1.714 1.301
C 1.369 0.374 -0.003
O 1.055 1.709 -0.118
Li 0.073 1.365 -1.818
H 2.308 0.155 0.521
*
```



The following is a DFT calculation (ωB97M-V with the def2-TZVPD basis set) of 2 unconnected molecules or ions with the total composition C6H11N5O.

The calculation puts the energy above the lowest of the compared OMol25 structures with the same formula, charge and spin at 822.3 kJ/mol. The LUMO energy comes out at -8.3 eV. As for the HOMO-LUMO gap: 8.964 eV.

```
! RIJCOSX wB97M-V def2-TZVPD def2/J DEFGRID3
* xyz 2 1
C 0.416 0.942 -2.082
C 3.001 -3.310 -0.754
C -0.243 0.194 -1.415
C -1.262 -0.724 -0.760
C 0.039 1.108 1.192
C -0.818 -0.139 1.640
N 2.456 -2.563 -0.090
N -0.734 3.037 0.111
N -0.804 2.124 0.782
N -0.874 -1.180 0.569
N -0.934 3.904 -0.648
O 1.752 -1.718 0.418
H 1.046 1.411 -2.810
H 3.352 -4.249 -1.100
H -2.121 -0.202 -0.854
H -1.175 -1.661 -1.414
H 0.614 1.393 2.056
H 0.598 0.900 0.174
H -0.421 -0.641 2.479
H -1.874 0.030 1.964
H -1.489 -1.912 0.894
H 0.147 -1.556 0.268
H -0.671 4.811 -0.620
*
```



So what do the calculations give for electronic energy? Going down the list: -293085.407 -25797.579 -9907.260 -37279.096 -66843.612 -31270.902 -15871.974 eV.
So what do the calculations give for strongest force on any atom? Going down the list: 5.7 4.3 5.3 1.6 6.8 4.0 5.0 eV/A.